## one
10
Properties=species:S:1:pos:R:3 method="wB97M-V/def2-TZVPD" gap_ev=10.096 homo_energy_ha=-0.3685
N 2.608 -1.219 0.159
C 1.867 -0.363 -0.068
C 1.000 0.721 -0.172
C -0.331 0.652 0.091
C -1.270 -0.443 0.114
F -0.689 -1.705 -0.214
H 1.477 1.570 -0.604
H -0.822 1.626 0.274
H -1.810 -0.602 1.092
H -2.031 -0.237 -0.672

***

## two
10
Properties=species:S:1:pos:R:3 method="wB97M-V/def2-TZVPD" gap_ev=9.932 homo_energy_ha=-0.3386
C -1.524 0.048 0.506
C 0.134 0.188 -0.424
C 1.331 0.240 -1.032
C -0.133 -0.404 0.982
N -1.210 0.371 -0.718
F 1.455 0.655 -2.333
H -2.525 0.152 0.827
H 2.377 0.051 -0.672
H 0.274 0.137 1.803
H -0.179 -1.437 1.061

***

Of them, the most stable is one and the least stable is two.

***

## one
10
Properties=species:S:1:pos:R:3 method="wB97M-V/def2-TZVPD" gap_ev="6.550 / 6.547" homo_energy_ha="-0.3005 / -0.3006" smiles="CC=C=S.O=S"
C -0.583 -0.958 0.832
C 0.650 -0.053 0.657
C 0.368 1.191 0.946
S -0.331 2.587 1.159
H -1.386 -0.343 1.246
H -0.178 -1.887 1.459
H -0.797 -1.393 -0.124
H 1.598 -0.362 0.317
O 0.105 0.037 -2.830
S 0.553 1.181 -3.663

***

## two
10
Properties=species:S:1:pos:R:3 method="wB97M-V/def2-TZVPD" gap_ev=9.956 homo_energy_ha=-0.3491 smiles="O=C1SCCS1"
O -1.902 0.394 -1.229
C -0.897 0.141 -0.578
S -0.368 1.166 0.798
C 1.230 0.417 1.164
C 1.151 -0.980 0.647
S 0.373 -1.109 -0.949
H 1.499 0.567 2.234
H 1.939 0.930 0.553
H 2.219 -1.330 0.720
H 0.567 -1.706 1.328

***

## three
10
Properties=species:S:1:pos:R:3 method="wB97M-V/def2-TZVPD" gap_ev=8.153 homo_energy_ha=-0.3312
C 2.369 0.319 1.317
C -0.883 -0.965 0.053
C -1.202 0.394 -0.386
O 0.193 -1.497 -0.147
S 3.302 -0.548 0.148
S 2.112 1.254 -0.093
H -1.791 -1.547 0.447
H -2.301 0.600 -0.564
H -0.660 0.824 -1.247
H -1.138 1.166 0.474

***

## four
10
Properties=species:S:1:pos:R:3 method="wB97M-V/def2-TZVPD" gap_ev=7.749 homo_energy_ha=-0.3355 smiles="CC(=O)C(=S)S"
C 1.346 0.628 0.025
C 0.247 -0.374 -0.042
O 0.526 -1.570 -0.057
C -1.242 0.151 0.017
S -1.713 1.726 -0.033
S -2.404 -1.156 0.020
H 1.185 1.347 -0.825
H 2.303 0.111 0.064
H 1.253 1.200 0.976
H -1.500 -2.061 -0.146

***

Of them, the most stable is two and the least stable is three.